Record 1
Formula: C11H11BrHoO2
Source: the Open Molecules 2025 dataset
Level of theory: ωB97M-V/def2-TZVPD

The value obtained for the gap between HOMO and LUMO (alpha / beta) is 7.8 / 7.9 eV. As for the spin multiplicity: 5. The expectation value of S² is 6.005. Its total charge is -1. The calculation puts the HOMO energy (alpha / beta) at -0.171 / -0.175 hartree.

Last column: natural (NBO) charge in e.
Positions of all 26 atoms, in Å:
C -1.23 -1.00 -1.78  -0.31
C -1.35 -2.04 -0.82  -0.36
C -2.16 -1.54 0.26  -0.40
H -0.98 -3.06 -0.91  0.24
C -2.50 -0.17 -0.04  -0.32
C -1.92 0.14 -1.31  -0.33
H -2.08 1.07 -1.86  0.22
H -0.79 -1.10 -2.77  0.22
H -2.51 -2.10 1.12  0.25
H -3.14 0.47 0.54  0.24
Ho 0.02 -0.39 0.52  1.42
Br 1.02 -2.55 1.70  -0.55
C 2.19 1.07 0.36  -0.39
C 1.31 1.82 -0.50  -0.34
C 1.11 1.06 -1.68  -0.30
H 0.95 2.83 -0.30  0.22
C 1.83 -0.16 -1.55  -0.34
C 2.50 -0.16 -0.30  -0.35
H 3.20 -0.91 0.06  0.24
H 2.61 1.42 1.30  0.23
H 0.57 1.40 -2.56  0.22
H 1.92 -0.93 -2.33  0.22
O -0.63 1.43 4.36  -0.65
C -0.14 1.22 3.27  0.68
O -0.73 0.72 2.20  -0.83
H 0.93 1.46 3.02  0.06


Record 2
Formula: C5H5N
Source: the Open Molecules 2025 dataset
Level of theory: ωB97M-V/def2-TZVPD

The value obtained for the gap between HOMO and LUMO is 10.1 eV. The SMILES is CC#CCC#N. The calculation puts the HOMO energy at -0.374 hartree.

Last column: natural (NBO) charge in e.
Positions of all 11 atoms, in Å:
C -1.80 0.11 -0.45  -0.65
C -0.86 -0.99 -0.62  0.06
C 0.28 -1.17 -0.25  -0.02
C 1.09 -0.28 0.60  -0.54
C 2.29 0.29 -0.03  0.28
N 3.20 0.80 -0.53  -0.30
H -2.04 0.65 -1.37  0.24
H -1.14 0.80 0.20  0.20
H -2.69 -0.13 0.12  0.24
H 0.34 0.59 0.75  0.23
H 1.33 -0.69 1.58  0.27


Record 3
Formula: C20H42AsBFeN9O
Source: the Open Molecules 2025 dataset
Level of theory: ωB97M-V/def2-TZVPD

The value obtained for the gap between HOMO and LUMO (alpha / beta) is 8.0 / 8.4 eV. As for the spin multiplicity: 2. The expectation value of S² is 0.801. Its total charge is +2. The calculation puts the HOMO energy (alpha / beta) at -0.534 / -0.534 hartree.

Last column: Löwdin charge in e.
Positions of all 75 atoms, in Å:
Fe -0.22 0.00 -0.07  0.56
B 1.98 1.01 2.29  -0.37
N 0.81 0.07 2.71  -0.04
C 0.57 -0.40 3.94  -0.04
C -0.54 -1.22 3.90  -0.01
C -0.93 -1.20 2.57  -0.14
N -0.12 -0.40 1.86  -0.04
N 2.52 0.45 0.94  -0.03
C 3.81 0.29 0.64  -0.04
C 3.93 -0.10 -0.68  -0.02
C 2.62 -0.15 -1.13  -0.14
N 1.77 0.20 -0.15  -0.05
H 1.61 2.15 2.17  0.08
H 2.85 0.92 3.11  0.09
H 1.23 -0.14 4.75  0.14
H -0.98 -1.78 4.71  0.11
H -1.72 -1.75 2.08  0.08
H 4.57 0.47 1.39  0.14
H 4.83 -0.29 -1.24  0.11
H 2.27 -0.43 -2.11  0.10
N -0.24 0.00 -2.09  -0.02
C 0.01 1.18 -2.96  -0.18
C -0.91 2.35 -2.61  -0.17
C -0.23 3.45 -1.79  -0.17
C 0.58 2.94 -0.61  -0.19
N -0.17 2.00 0.27  -0.01
H 0.39 -0.76 -2.35  0.09
H -1.16 -0.37 -2.30  0.06
H -0.13 0.87 -4.00  0.13
H 1.06 1.46 -2.85  0.11
H -1.76 1.96 -2.06  0.06
H -1.32 2.79 -3.51  0.13
H -0.98 4.16 -1.45  0.12
H 0.45 4.01 -2.43  0.13
H 0.91 3.79 0.00  0.14
H 1.48 2.43 -0.94  0.10
H -1.09 2.40 0.43  0.04
H 0.30 2.04 1.18  0.04
C 0.54 -6.48 0.09  0.01
N 0.44 -5.03 -0.01  -0.08
C -0.80 -4.31 -0.18  -0.01
C -0.28 -2.89 -0.28  -0.43
O -1.05 -1.90 -0.42  -0.13
N 1.05 -2.86 -0.21  0.21
C 1.43 -4.16 -0.05  -0.37
N 2.71 -4.47 0.05  0.25
H -0.39 -6.88 0.49  0.10
H 1.34 -6.76 0.77  0.10
H 0.72 -6.94 -0.89  0.11
H -1.46 -4.43 0.67  0.15
H -1.33 -4.61 -1.09  0.15
H 3.39 -3.73 0.01  0.13
H 3.03 -5.43 0.12  0.12
C -3.65 -0.22 -2.72  -0.14
C -3.98 0.65 -1.51  -0.38
As -2.87 0.43 0.11  1.30
C -3.26 2.07 1.10  -0.41
C -4.67 2.20 1.66  -0.14
C -3.86 -1.10 0.96  -0.37
C -5.38 -1.12 0.91  -0.14
H -4.46 -0.17 -3.44  0.09
H -3.51 -1.27 -2.46  0.08
H -2.77 0.13 -3.26  0.05
H -4.98 0.41 -1.16  0.06
H -3.99 1.70 -1.79  0.08
H -3.05 2.90 0.41  0.07
H -2.52 2.12 1.91  0.07
H -5.42 2.20 0.88  0.08
H -4.75 3.14 2.21  0.09
H -4.89 1.40 2.36  0.07
H -3.52 -1.13 1.99  0.05
H -3.44 -1.94 0.40  0.05
H -5.84 -0.22 1.30  0.06
H -5.72 -1.95 1.54  0.09
H -5.77 -1.32 -0.08  0.07


Record 4
Formula: C3H4I3N
Source: the Open Molecules 2025 dataset
Level of theory: ωB97M-V/def2-TZVPD

The value obtained for the gap between HOMO and LUMO (alpha / beta) is 6.5 / 8.1 eV. The calculation puts the HOMO energy (alpha / beta) at -0.302 / -0.336 hartree.

Last column: natural (NBO) charge in e.
Positions of all 11 atoms, in Å:
C -0.15 0.50 0.42  -0.48
C -0.50 -0.81 -0.12  -0.11
C 0.20 0.07 -0.99  -0.36
N 1.31 -2.34 -2.58  -0.79
I -0.88 0.96 -2.66  0.04
I 0.22 -3.83 -3.34  0.41
I 3.16 -2.69 -1.92  0.38
H -0.94 1.23 0.58  0.22
H 0.65 0.59 1.14  0.22
H -1.23 -1.58 -0.08  0.21
H 1.22 -0.10 -1.31  0.24


Record 5
Formula: H24O12
Source: the Open Molecules 2025 dataset
Level of theory: ωB97M-V/def2-TZVPD

The value obtained for the gap between HOMO and LUMO is 9.6 eV. The SMILES is O.O.O.O.O.O.O.O.O.O.O.O. The calculation puts the HOMO energy at -0.366 hartree.

Last column: natural (NBO) charge in e.
Positions of all 36 atoms, in Å:
O 0.55 1.79 2.15  -0.97
H -0.09 1.76 2.86  0.48
H 0.07 2.14 1.40  0.51
O -1.52 2.45 0.41  -0.99
H -1.42 2.35 -0.54  0.52
H -2.20 3.11 0.52  0.49
O -0.18 -3.85 0.76  -0.95
H -0.69 -3.05 0.61  0.48
H -0.79 -4.45 1.19  0.46
O 1.59 1.36 -3.35  -0.92
H 0.97 1.71 -3.99  0.45
H 1.08 0.70 -2.87  0.48
O 3.06 -1.45 -1.32  -0.96
H 3.78 -1.22 -0.73  0.47
H 2.27 -1.29 -0.81  0.49
O 0.74 -0.48 0.01  -0.96
H -0.02 -0.29 -0.55  0.47
H 0.69 0.17 0.71  0.48
O -0.80 -1.29 -3.23  -0.97
H -0.94 -1.82 -2.44  0.49
H -1.17 -1.82 -3.94  0.48
O -2.90 0.18 1.07  -0.97
H -2.34 0.91 0.81  0.50
H -3.12 0.35 1.98  0.49
O 3.14 1.68 2.85  -0.95
H 2.21 1.68 2.63  0.48
H 3.17 2.00 3.75  0.45
O -2.12 -1.74 -0.32  -1.00
H -2.83 -2.35 -0.49  0.47
H -2.53 -1.03 0.18  0.49
O -1.36 1.99 -2.25  -0.97
H -1.25 2.37 -3.12  0.49
H -1.59 1.07 -2.41  0.50
O 2.49 -1.44 2.74  -0.92
H 2.20 -1.14 3.60  0.46
H 1.85 -1.07 2.13  0.46


Record 6
Formula: C33H61IN5O7PS2
Source: the Open Molecules 2025 dataset
Level of theory: ωB97M-V/def2-TZVPD

The value obtained for the gap between HOMO and LUMO is 8.0 eV. As for the spin multiplicity: 3. The expectation value of S² is 2.008. The calculation puts the HOMO energy at -0.299 hartree.

Last column: Löwdin charge in e.
Positions of all 110 atoms, in Å:
C -1.47 6.00 -5.83  -0.11
C -0.81 4.98 -4.90  -0.23
C -0.31 3.77 -5.72  -0.19
O 0.92 3.21 -5.25  -0.08
C 0.79 2.04 -4.51  -0.15
N 0.88 2.39 -3.06  0.01
C -0.35 2.72 -2.24  -0.52
S -1.97 2.03 -2.67  0.88
C 0.13 2.60 -0.75  -0.15
C 1.64 2.18 -0.84  -0.45
C 2.43 3.54 -0.76  -0.76
O 2.03 4.43 0.02  -0.03
O 3.45 3.64 -1.48  -0.02
P 2.40 1.15 0.53  0.57
O 3.76 1.96 0.94  -0.36
I 1.01 1.32 2.55  0.43
C 1.71 1.51 -2.21  -0.26
C 1.59 -0.02 -2.32  -0.13
C 0.31 -0.67 -1.72  -0.20
C -0.59 -1.37 -2.77  -0.26
C -1.72 -2.13 -2.01  -0.44
S -3.38 -1.44 -2.29  0.98
C -3.80 -0.41 -0.94  -0.70
N -4.96 -0.55 -0.39  0.04
N -5.05 0.39 0.59  0.05
C -3.96 1.05 0.59  -0.18
O -3.12 0.58 -0.35  -0.04
H -0.74 6.44 -6.51  0.08
H -2.29 5.56 -6.40  0.08
H -1.88 6.84 -5.25  0.08
H -1.57 4.64 -4.18  0.08
H 0.00 5.45 -4.32  0.12
H -1.12 3.03 -5.79  0.11
H -0.11 4.15 -6.73  0.12
H 1.68 1.44 -4.72  0.15
H -0.08 1.43 -4.76  0.12
H 1.36 3.31 -3.09  0.19
H -0.48 3.79 -2.34  0.09
H -2.04 1.99 -4.02  -0.12
H -0.11 3.58 -0.34  0.11
H -0.46 1.91 -0.14  0.05
H 3.57 2.57 1.67  0.04
H 2.72 1.71 -2.59  0.16
H 1.65 -0.29 -3.38  0.11
H 2.48 -0.46 -1.86  0.08
H -0.33 0.01 -1.16  0.08
H 0.65 -1.46 -1.04  0.12
H 0.05 -2.09 -3.29  0.11
H -0.99 -0.63 -3.47  0.06
H -1.75 -3.13 -2.44  0.07
H -1.45 -2.19 -0.96  0.09
H -3.70 1.89 1.22  0.14
C -6.97 -1.39 7.10  -0.02
C -5.90 -0.32 7.46  -0.48
C -6.54 1.07 7.53  -0.14
C -6.88 1.67 6.17  -0.18
C -5.65 1.66 5.27  -0.14
C -5.02 0.27 5.14  -0.49
N -4.78 -0.37 6.47  -0.08
O -3.73 0.17 7.00  -0.02
C -5.94 -0.61 4.26  -0.04
C -3.72 0.38 4.34  -0.04
C -5.43 -0.69 8.87  -0.05
H -7.96 -0.95 6.94  0.08
H -6.71 -1.97 6.22  0.06
H -7.08 -2.13 7.90  0.08
H -5.85 1.76 8.04  0.12
H -7.44 1.03 8.15  0.12
H -7.70 1.12 5.71  0.10
H -7.23 2.69 6.30  0.11
H -5.92 2.03 4.28  0.12
H -4.91 2.36 5.67  0.13
H -5.58 -1.64 4.23  0.09
H -5.95 -0.23 3.24  0.07
H -6.97 -0.62 4.60  0.07
H -3.02 1.08 4.78  0.08
H -3.93 0.73 3.33  0.05
H -3.23 -0.59 4.25  0.10
H -4.93 -1.66 8.88  0.09
H -6.29 -0.75 9.53  0.09
H -4.76 0.05 9.29  0.08
C 7.10 -1.92 -0.69  -0.02
C 5.75 -2.63 -1.00  -0.47
C 5.72 -4.03 -0.37  -0.14
C 6.58 -5.05 -1.10  -0.18
C 6.21 -5.10 -2.58  -0.14
C 6.27 -3.72 -3.24  -0.49
N 5.52 -2.68 -2.48  -0.07
O 4.25 -2.84 -2.69  -0.03
C 7.75 -3.32 -3.41  -0.04
C 5.75 -3.83 -4.68  -0.05
C 4.70 -1.78 -0.29  -0.07
H 7.78 -2.56 -0.13  0.09
H 7.62 -1.60 -1.59  0.07
H 6.96 -1.01 -0.11  0.08
H 4.69 -4.40 -0.34  0.12
H 6.04 -3.96 0.68  0.13
H 7.64 -4.82 -0.98  0.10
H 6.43 -6.04 -0.66  0.11
H 6.87 -5.79 -3.10  0.12
H 5.20 -5.51 -2.67  0.12
H 7.84 -2.30 -3.79  0.09
H 8.24 -3.98 -4.13  0.09
H 8.33 -3.40 -2.49  0.07
H 4.74 -4.23 -4.72  0.08
H 6.38 -4.50 -5.26  0.09
H 5.75 -2.86 -5.17  0.09
H 4.64 -0.78 -0.72  0.07
H 4.96 -1.67 0.77  0.09
H 3.71 -2.23 -0.32  0.07


The records above give, respectively, energy above the lowest of the compared OMol25 structures with the same formula, charge and spin values of 0.0; 92.6; 0.0; 74.5; 38.5; 0.0 kcal/mol.